1.
The following is a DFT calculation (ωB97M-V with the def2-TZVPD basis set) of a structure of composition C42H35BrCl2F5N4O2PS3ScSi.

## Properties
Molecular weight ... 1073.78 g mol⁻¹
Kohn-Sham gap ... 0.2353 Eh
2S+1 ... 1
Charge ... -1

Element x y z (Å)
1 Sc -0.420 -1.114 -0.219
2 C -4.574 3.357 -3.509
3 Si -2.806 3.492 -2.847
4 C -1.899 4.706 -3.990
5 C -2.836 4.257 -1.131
6 C -1.899 1.847 -3.079
7 C -1.515 1.474 -4.355
8 C -0.709 0.358 -4.575
9 C -0.271 -0.342 -3.475
10 N -0.655 -0.047 -2.232
11 C -1.503 0.988 -2.020
12 S -2.082 1.117 -0.408
13 H -5.048 4.342 -3.500
14 H -5.182 2.684 -2.902
15 H -4.587 2.990 -4.538
16 H -2.389 5.683 -3.981
17 H -1.885 4.355 -5.024
18 H -0.863 4.849 -3.674
19 H -3.193 5.289 -1.197
20 H -1.839 4.263 -0.686
21 H -3.489 3.699 -0.462
22 H -1.844 2.064 -5.205
23 H -0.409 0.056 -5.569
24 H 0.403 -1.184 -3.575
25 F 5.346 -4.657 -0.186
26 C 4.481 -4.138 0.699
27 C 3.250 -3.661 0.293
28 F 2.928 -3.674 -1.010
29 C 2.361 -3.167 1.222
30 F 1.186 -2.707 0.712
31 C 2.609 -3.141 2.610
32 S 1.430 -2.679 3.745
33 C 3.897 -3.585 2.964
34 F 4.274 -3.567 4.246
35 C 4.800 -4.074 2.045
36 F 6.007 -4.501 2.446
37 Br -1.058 -6.662 -6.305
38 C -0.116 -5.448 -5.188
39 C 1.037 -4.836 -5.655
40 N 1.728 -3.978 -4.915
41 C 1.281 -3.686 -3.697
42 C 0.126 -4.245 -3.158
43 C -0.581 -5.163 -3.919
44 C -0.409 -3.831 -1.808
45 O -1.051 -4.642 -1.146
46 O -0.131 -2.630 -1.471
47 H 1.418 -5.033 -6.651
48 H 1.870 -2.985 -3.119
49 H -1.474 -5.620 -3.516
50 N 0.953 0.082 0.495
51 P 1.023 1.159 1.591
52 C 1.328 2.834 0.905
53 C 1.725 3.925 1.673
54 C 1.915 5.160 1.073
55 C 1.712 5.312 -0.293
56 C 1.328 4.224 -1.064
57 C 1.141 2.987 -0.465
58 C 2.435 0.967 2.746
59 C 2.496 1.436 4.053
60 C 3.638 1.226 4.812
61 C 4.727 0.559 4.270
62 C 4.675 0.096 2.963
63 C 3.532 0.298 2.208
64 C -0.347 1.512 2.769
65 C -1.160 2.638 2.655
66 C -2.112 2.912 3.625
67 C -2.258 2.069 4.718
68 C -1.470 0.933 4.823
69 C -0.526 0.650 3.847
70 H 1.885 3.801 2.737
71 H 2.221 6.009 1.673
72 H 1.863 6.279 -0.756
73 H 1.178 4.341 -2.131
74 H 0.848 2.113 -1.036
75 H 1.649 1.949 4.492
76 H 3.674 1.572 5.838
77 H 5.612 0.392 4.871
78 H 5.522 -0.433 2.542
79 H 3.448 -0.080 1.195
80 H -1.036 3.307 1.812
81 H -2.732 3.796 3.535
82 H -2.983 2.302 5.489
83 H -1.583 0.266 5.669
84 H 0.111 -0.223 3.934
85 Cl -3.173 -1.839 -1.377
86 C -3.977 -3.384 -1.010
87 Cl -4.823 -3.326 0.543
88 H -3.204 -4.141 -0.959
89 H -4.711 -3.575 -1.783
90 S -2.258 -3.285 3.600
91 C -3.078 -1.813 3.275
92 C -2.598 -1.258 2.143
93 N -1.605 -1.982 1.518
94 C -1.312 -3.058 2.199
95 H -3.840 -1.430 3.931
96 H -2.939 -0.333 1.703
97 H -0.630 -3.821 1.865

Forces on the atoms, in the same order (eV/Å):
Sc 0.03 1.33 0.27
C 0.20 -0.02 0.15
Si -0.15 0.28 -0.31
C -0.12 -0.13 0.11
C 0.06 -0.18 -0.12
C 0.04 0.12 0.27
C 0.00 0.06 0.05
C 0.03 -0.01 -0.06
C 0.08 -0.12 -0.01
N -0.35 0.34 -0.11
C 0.05 -0.05 -0.20
S -0.01 -0.15 0.32
H -0.01 0.00 0.01
H 0.02 -0.02 0.01
H 0.03 -0.02 0.00
H -0.01 0.00 0.03
H 0.01 0.01 0.00
H 0.00 -0.02 0.02
H 0.01 -0.01 -0.09
H 0.02 0.00 0.00
H -0.01 0.00 0.02
H 0.06 0.00 -0.01
H 0.02 0.02 0.00
H -0.06 -0.01 0.02
F 0.09 0.03 -0.08
C -0.07 0.03 0.05
C 0.07 0.06 -0.02
F 0.01 -0.05 -0.04
C 0.28 0.12 0.28
F 0.10 -0.46 0.46
C 0.15 -0.17 -0.75
S -0.39 0.31 0.53
C -0.29 0.08 -0.20
F 0.06 -0.03 0.12
C 0.05 0.02 -0.07
F 0.10 -0.07 0.05
Br 0.07 0.06 0.05
C -0.06 -0.08 -0.04
C 0.01 0.02 0.02
N 0.15 0.05 -0.03
C -0.07 -0.04 -0.03
C -0.11 0.12 -0.05
C 0.04 0.02 0.01
C 0.23 -0.37 0.17
O -0.15 0.18 -0.11
O 0.26 -0.71 -0.59
H -0.07 -0.07 0.00
H -0.06 -0.01 0.02
H 0.01 -0.02 0.00
N -0.19 -0.38 0.02
P 0.34 0.89 0.58
C -0.02 -0.22 -0.20
C -0.04 -0.04 -0.08
C 0.00 0.04 0.07
C 0.01 0.04 -0.04
C 0.01 0.04 -0.01
C -0.03 -0.04 0.04
C -0.01 -0.23 -0.32
C -0.01 0.04 -0.04
C 0.04 0.03 0.07
C 0.00 -0.01 0.01
C 0.04 0.01 0.01
C -0.07 -0.04 -0.01
C 0.06 -0.22 -0.18
C 0.03 -0.04 -0.05
C -0.06 0.08 -0.02
C -0.02 -0.04 0.00
C -0.03 -0.04 0.05
C 0.07 0.02 0.02
H 0.02 0.05 0.02
H 0.01 0.00 -0.01
H -0.01 0.00 0.00
H 0.00 -0.02 0.00
H 0.01 0.04 -0.03
H 0.00 -0.01 0.01
H -0.01 0.01 -0.01
H -0.01 -0.02 0.00
H -0.03 -0.02 -0.01
H 0.07 -0.05 0.02
H -0.05 0.00 0.00
H 0.00 -0.01 -0.02
H -0.01 -0.01 -0.02
H 0.01 -0.01 -0.01
H 0.00 -0.15 0.02
Cl -0.48 -0.15 -0.12
C 0.17 0.08 0.01
Cl -0.05 -0.06 0.01
H 0.05 -0.07 0.02
H 0.05 0.03 -0.03
S 0.10 0.12 -0.22
C 0.05 -0.05 0.06
C -0.17 0.06 0.09
N -0.01 0.13 0.21
C -0.39 -0.36 -0.02
H 0.00 0.03 -0.02
H 0.04 0.00 0.00
H 0.17 0.13 0.03

2.
The following is a DFT calculation (ωB97M-V with the def2-TZVPD basis set) of an isolated molecule of C42H35ClF17N3O5.

## Properties
Molecular weight ... 1020.18 g mol⁻¹
Kohn-Sham gap ... 0.3388 Eh
2S+1 ... 1

Element x y z (Å)
1 C -0.151 -2.357 -2.542
2 H 0.552 -3.098 -2.911
3 C 0.052 -1.043 -3.285
4 N -0.779 0.001 -2.713
5 C -0.321 0.855 -1.751
6 O 0.810 0.900 -1.337
7 C -1.461 1.769 -1.343
8 C -2.644 1.339 -2.204
9 C -2.088 0.221 -3.085
10 O -2.646 -0.344 -3.985
11 H -3.012 2.135 -2.854
12 C -3.772 0.876 -1.245
13 N -3.189 0.981 0.078
14 C -3.700 0.540 1.250
15 O -3.036 0.609 2.272
16 C -5.150 0.077 1.266
17 N -5.614 -0.276 2.590
18 H -5.101 0.285 3.268
19 C -5.457 -1.685 2.939
20 C -4.024 -2.152 2.992
21 C -3.467 -2.864 1.939
22 C -2.134 -3.231 1.962
23 C -1.343 -2.897 3.046
24 C -1.891 -2.192 4.105
25 C -3.221 -1.820 4.077
26 H -3.644 -1.264 4.902
27 H -1.279 -1.935 4.959
28 H -0.302 -3.187 3.067
29 H -1.710 -3.779 1.133
30 H -4.088 -3.135 1.096
31 H -5.930 -1.816 3.916
32 H -6.019 -2.269 2.203
33 H -5.764 0.909 0.893
34 H -5.290 -0.766 0.589
35 C -1.866 1.596 0.132
36 C -0.971 0.566 0.859
37 O -1.020 -0.605 0.575
38 O -0.161 1.110 1.742
39 C 0.556 0.238 2.621
40 H -0.177 -0.382 3.148
41 C 1.575 -0.663 1.928
42 H 1.045 -1.381 1.301
43 H 2.120 -1.209 2.700
44 C 2.549 0.141 1.066
45 C 3.531 -0.785 0.371
46 F 4.357 -1.387 1.271
47 F 2.913 -1.798 -0.274
48 C 4.400 -0.041 -0.693
49 F 3.695 0.061 -1.831
50 F 4.662 1.221 -0.294
51 C 5.752 -0.756 -1.027
52 F 6.076 -0.513 -2.309
53 F 5.621 -2.087 -0.913
54 C 6.938 -0.246 -0.143
55 F 6.543 -0.004 1.116
56 F 7.365 0.925 -0.647
57 C 8.118 -1.270 -0.097
58 F 8.311 -1.819 -1.307
59 F 7.787 -2.264 0.737
60 C 9.458 -0.625 0.407
61 F 10.115 -1.529 1.147
62 F 9.200 0.419 1.212
63 C 10.402 -0.180 -0.754
64 F 9.711 0.397 -1.750
65 F 11.005 -1.265 -1.261
66 C 11.495 0.826 -0.268
67 F 12.435 0.957 -1.194
68 F 10.966 2.021 -0.042
69 F 12.073 0.404 0.851
70 H 3.121 0.844 1.673
71 H 2.000 0.686 0.295
72 H 1.046 0.917 3.321
73 C -1.893 2.948 0.875
74 C -2.850 3.908 0.229
75 C -4.210 3.835 0.506
76 C -5.107 4.676 -0.127
77 C -4.655 5.612 -1.042
78 C -3.300 5.713 -1.306
79 C -2.405 4.867 -0.673
80 H -1.346 4.973 -0.868
81 H -2.938 6.454 -2.002
82 H -5.354 6.270 -1.537
83 H -6.161 4.607 0.100
84 H -4.565 3.122 1.236
85 H -0.879 3.349 0.876
86 H -2.187 2.755 1.907
87 C -4.242 -0.519 -1.591
88 C -5.406 -0.693 -2.327
89 C -5.815 -1.957 -2.711
90 C -5.048 -3.055 -2.355
91 C -3.883 -2.897 -1.620
92 C -3.482 -1.629 -1.242
93 H -2.583 -1.506 -0.656
94 H -3.294 -3.760 -1.351
95 Cl -5.549 -4.637 -2.831
96 H -6.717 -2.091 -3.285
97 H -5.997 0.165 -2.610
98 H -4.621 1.570 -1.322
99 H -1.157 2.801 -1.523
100 H -0.226 -1.146 -4.336
101 H 1.088 -0.710 -3.199
102 H -1.165 -2.721 -2.695
103 H 0.019 -2.213 -1.478

Forces on the atoms, in the same order (eV/Å):
C 0.04 0.17 -0.10
H 0.05 -0.13 -0.04
C 0.12 -0.23 -0.08
N 0.29 -0.28 -0.13
C -0.19 0.36 -0.08
O 0.07 0.01 -0.07
C 0.05 -0.01 0.10
C -0.10 0.13 0.02
C -0.13 0.42 -0.09
O -0.02 -0.07 -0.16
H 0.04 -0.09 0.02
C -0.47 -0.13 -0.28
N 0.57 0.17 -0.17
C -0.41 -0.08 -0.03
O -0.09 0.15 0.19
C -0.12 -0.01 0.36
N -0.04 0.27 0.10
H -0.11 -0.07 -0.10
C 0.02 0.04 0.06
C -0.11 -0.15 0.00
C -0.12 0.01 0.09
C 0.11 -0.05 -0.02
C 0.06 -0.08 -0.05
C -0.02 0.03 0.14
C -0.01 -0.11 -0.03
H -0.04 0.07 0.09
H 0.04 0.01 0.06
H 0.09 -0.03 -0.01
H 0.06 -0.06 -0.10
H -0.07 -0.03 -0.05
H 0.00 -0.11 -0.10
H 0.02 -0.04 0.12
H 0.11 -0.06 -0.20
H -0.03 0.09 0.00
C 0.18 0.04 0.50
C -0.10 -0.01 -0.28
O 0.13 -0.03 0.05
O 0.10 0.38 -0.06
C 0.23 -0.60 0.23
H 0.08 0.17 -0.02
C -0.08 0.29 -0.20
H 0.08 0.00 0.15
H -0.04 -0.02 0.07
C 0.02 -0.42 -0.03
C 0.01 0.46 0.00
F 0.07 0.14 0.27
F -0.31 -0.09 -0.23
C -0.05 -0.28 -0.08
F -0.10 -0.19 -0.06
F 0.11 0.05 0.18
C 0.12 0.24 -0.03
F -0.01 0.26 -0.04
F -0.13 -0.13 0.19
C 0.06 -0.07 -0.05
F -0.05 -0.27 0.13
F 0.07 -0.03 -0.27
C -0.11 0.11 0.22
F 0.09 0.11 -0.23
F -0.07 0.09 0.25
C 0.14 -0.17 -0.11
F 0.05 -0.21 -0.15
F -0.14 0.18 -0.05
C 0.14 0.05 0.06
F 0.00 0.24 0.14
F 0.16 -0.06 0.18
C -0.04 0.04 -0.05
F 0.09 -0.09 -0.33
F -0.23 0.17 -0.04
F 0.02 -0.25 0.20
H 0.03 0.02 -0.06
H 0.17 0.01 0.15
H -0.07 -0.08 -0.03
C -0.07 -0.05 -0.02
C 0.16 0.00 0.07
C 0.00 0.02 -0.02
C -0.11 -0.02 0.01
C -0.04 0.06 -0.06
C -0.01 0.07 -0.10
C -0.03 0.02 0.02
H 0.11 -0.02 0.00
H 0.03 0.07 -0.06
H -0.06 0.06 -0.04
H -0.09 0.00 0.03
H -0.05 -0.07 0.10
H -0.01 0.01 0.02
H 0.11 0.04 -0.06
C -0.23 -0.09 0.01
C 0.20 -0.01 0.16
C 0.00 -0.09 -0.03
C 0.08 0.24 0.07
C -0.09 0.00 -0.11
C -0.19 0.07 -0.02
H 0.12 0.03 0.08
H 0.04 -0.12 0.03
Cl -0.07 -0.22 -0.06
H -0.09 -0.05 -0.05
H -0.09 0.12 -0.03
H 0.14 -0.11 -0.08
H 0.03 -0.14 0.00
H 0.08 0.07 0.09
H -0.13 0.01 -0.07
H -0.08 -0.07 0.00
H 0.03 -0.01 0.13

3.
The following is a DFT calculation (ωB97M-V with the def2-TZVPD basis set) of a structure of composition C42H36BN3O8PReS2.

## Properties
Molecular weight ... 1002.89 g mol⁻¹
Kohn-Sham gap (alpha / beta) ... 0.2169 / 0.2338 Eh
2S+1 ... 2
Charge ... +1
<S²> ... 1.225

Element x y z (Å)
1 Re 0.177 1.704 -0.488
2 N 2.319 1.325 -0.434
3 C 2.979 1.374 0.878
4 C 4.362 1.359 0.936
5 C 4.997 1.385 2.167
6 C 4.249 1.419 3.339
7 C 2.866 1.425 3.273
8 C 2.217 1.403 2.037
9 P 0.415 1.397 1.864
10 C -0.238 -0.111 2.623
11 C 0.509 -0.926 3.470
12 C -0.086 -2.032 4.064
13 C -1.418 -2.329 3.812
14 C -2.156 -1.537 2.943
15 C -1.570 -0.434 2.346
16 C -0.259 2.784 2.813
17 C 0.540 3.714 3.473
18 C -0.052 4.738 4.199
19 C -1.434 4.857 4.242
20 C -2.231 3.957 3.548
21 C -1.648 2.922 2.837
22 H 2.779 1.962 -1.090
23 H 2.456 0.396 -0.834
24 H 4.942 1.327 0.019
25 H 6.079 1.377 2.210
26 H 4.746 1.436 4.301
27 H 2.283 1.455 4.187
28 H 1.556 -0.729 3.654
29 H 0.500 -2.667 4.718
30 H -1.882 -3.183 4.290
31 H -3.187 -1.786 2.720
32 H -2.139 0.161 1.641
33 H 1.618 3.662 3.411
34 H 0.574 5.444 4.734
35 H -1.893 5.658 4.811
36 H -3.309 4.060 3.561
37 H -2.279 2.232 2.287
38 O -3.770 2.088 -1.560
39 C -2.733 1.505 -1.543
40 O -1.733 1.838 -0.668
41 C -2.446 0.289 -2.370
42 C -1.357 0.244 -3.235
43 C -1.014 -0.953 -3.848
44 C -1.763 -2.077 -3.565
45 C -2.886 -2.037 -2.760
46 C -3.233 -0.836 -2.167
47 N -1.326 -3.383 -4.118
48 O -1.757 -4.387 -3.584
49 O -0.549 -3.363 -5.052
50 H -0.772 1.136 -3.433
51 H -0.167 -1.024 -4.519
52 H -3.454 -2.941 -2.593
53 H -4.103 -0.775 -1.523
54 O 0.816 3.921 0.302
55 S 0.115 4.414 -0.915
56 O -1.276 4.676 -0.797
57 N 0.547 3.194 -1.993
58 C 1.636 3.615 -2.734
59 S 2.619 2.586 -3.545
60 C 1.823 5.092 -2.651
61 C 2.676 5.875 -3.406
62 C 2.674 7.247 -3.184
63 C 1.848 7.827 -2.222
64 C 1.001 7.048 -1.446
65 C 1.013 5.690 -1.690
66 H 3.320 5.418 -4.148
67 H 3.329 7.879 -3.772
68 H 1.861 8.899 -2.075
69 H 0.355 7.482 -0.693
70 C -0.442 -7.434 -0.848
71 C -1.318 -6.221 -0.543
72 C -2.521 -6.230 -1.503
73 C -1.815 -6.338 0.905
74 C -0.564 -4.903 -0.721
75 C 0.735 -4.848 -1.224
76 C 1.429 -3.649 -1.402
77 C 0.766 -2.503 -1.059
78 O 1.190 -1.178 -1.126
79 B 0.098 -0.431 -0.692
80 O -0.958 -1.241 -0.336
81 C -0.524 -2.538 -0.579
82 C -1.213 -3.706 -0.397
83 H -1.018 -8.345 -0.672
84 H 0.443 -7.466 -0.206
85 H -0.118 -7.447 -1.894
86 H -3.013 -7.207 -1.485
87 H -2.198 -6.025 -2.528
88 H -3.262 -5.475 -1.222
89 H -2.343 -7.285 1.044
90 H -2.503 -5.529 1.167
91 H -0.973 -6.308 1.605
92 H 1.237 -5.763 -1.507
93 H 2.436 -3.632 -1.802
94 H -2.233 -3.682 -0.028

Forces on the atoms, in the same order (eV/Å):
Re -0.86 -0.13 -0.33
N -0.02 0.22 0.36
C -0.03 -0.02 -0.24
C 0.12 0.04 -0.06
C 0.03 0.00 0.04
C 0.03 -0.02 0.00
C 0.02 0.00 0.03
C -0.12 -0.03 0.09
P 0.38 -0.16 0.26
C -0.17 -0.02 -0.09
C -0.01 -0.06 -0.08
C 0.03 -0.02 -0.01
C 0.02 0.00 0.03
C -0.05 0.00 -0.01
C 0.07 0.05 0.06
C -0.08 0.00 -0.01
C -0.04 0.02 -0.02
C 0.00 -0.01 0.00
C 0.04 0.01 0.01
C -0.01 0.01 0.01
C 0.01 -0.04 -0.02
H 0.09 0.00 0.01
H -0.05 -0.14 -0.08
H -0.04 0.01 0.06
H -0.07 0.00 0.01
H -0.04 0.01 -0.06
H 0.02 0.01 -0.03
H -0.03 0.03 0.02
H -0.05 0.05 -0.03
H 0.04 0.01 -0.05
H 0.06 0.04 0.03
H 0.00 -0.06 0.04
H -0.01 -0.03 0.02
H -0.04 -0.02 -0.06
H 0.03 -0.04 -0.04
H 0.04 -0.01 -0.01
H 0.02 0.08 0.06
O 0.01 0.19 0.17
C -0.05 -0.32 -0.02
O 0.32 -0.14 0.21
C 0.20 0.08 -0.02
C 0.00 -0.07 0.02
C 0.13 0.07 -0.10
C -0.03 -0.11 -0.05
C -0.08 -0.09 0.00
C -0.21 0.02 -0.11
N 0.18 0.09 -0.18
O 0.05 0.59 -0.41
O -0.17 0.01 0.27
H 0.01 -0.04 0.02
H -0.04 0.00 0.04
H 0.02 0.02 0.02
H 0.07 -0.01 -0.02
O -0.67 0.25 -0.49
S 0.46 0.60 0.17
O 0.04 0.10 -0.11
N 0.27 0.11 0.56
C 0.01 -0.37 -0.09
S -0.12 0.11 0.07
C -0.25 -0.12 0.10
C 0.09 0.07 -0.06
C 0.04 0.01 0.00
C 0.05 0.03 -0.05
C -0.13 -0.05 0.08
C 0.24 -0.21 -0.13
H -0.07 0.03 0.01
H -0.06 -0.03 0.04
H 0.03 -0.04 -0.02
H 0.04 -0.03 -0.06
C 0.06 -0.03 -0.07
C -0.16 0.05 -0.05
C 0.06 -0.16 -0.13
C 0.06 0.01 0.07
C -0.02 -0.10 0.04
C 0.09 -0.02 -0.04
C 0.17 -0.13 -0.12
C 0.12 0.17 -0.03
O 0.11 -0.17 0.00
B 0.16 0.19 -0.27
O 0.05 -0.24 -0.04
C -0.12 0.17 0.20
C -0.19 -0.01 0.12
H 0.04 0.03 -0.01
H -0.06 -0.01 -0.05
H -0.02 0.00 0.10
H 0.01 0.07 0.10
H -0.17 -0.30 0.43
H 0.06 -0.04 -0.04
H 0.02 0.07 -0.01
H 0.04 -0.07 -0.02
H -0.07 -0.02 -0.03
H -0.02 0.03 0.04
H -0.08 -0.01 0.04
H 0.13 -0.04 -0.03

Summary of ΔE to the lowest compared entry with this formula, charge and spin in kJ/mol
118.9 25.4 47.3
(order as listed above)
Summary of max |F| in eV/Å
1.355 0.684 0.925
(order as listed above)